A 9-piece molecular cluster, C54H126O27 overall, computed with ωB97M-V with the def2-TZVPD basis set.

Structure (ORCA input):
```
! RIJCOSX wB97M-V def2-TZVPD def2/J DEFGRID3
* xyz -1 2
C -6.85819 6.93254 -6.07274
O -7.27466 5.61343 -6.39684
C -7.92940 5.02226 -5.30384
C -7.04870 4.41831 -4.17240
O -6.08642 3.44200 -4.66294
C -6.53509 2.11245 -4.55595
C -5.78791 1.26615 -5.58983
O -6.12722 -0.06450 -5.51298
C -5.48739 -0.98195 -6.40857
H -6.00792 7.19573 -5.44356
H -7.66518 7.50946 -5.62105
H -6.59270 7.28298 -7.07013
H -8.46653 4.23472 -5.83239
H -8.64947 5.71534 -4.86880
H -7.69889 4.16599 -3.33473
H -6.29430 5.12196 -3.82047
H -7.59840 2.07703 -4.79301
H -6.35652 1.66094 -3.58006
H -4.70561 1.38132 -5.53083
H -6.03340 1.66957 -6.57221
H -5.76196 -0.69415 -7.42340
H -5.90928 -1.95928 -6.17419
H -4.41614 -0.95871 -6.20863
C 3.13289 4.43039 9.02477
O 4.19879 4.00841 8.16158
C 4.50971 4.90513 7.14363
C 3.38356 5.02044 6.07276
O 3.14565 3.88635 5.34551
C 2.03081 4.06419 4.48661
C 1.76332 2.71668 3.69768
O 0.97310 1.83954 4.47853
C 0.69501 0.66425 3.83339
H 2.78101 3.57666 9.60392
H 2.31079 4.96070 8.54411
H 3.58701 5.04602 9.80121
H 5.35910 4.42272 6.65996
H 4.85442 5.87675 7.49754
H 3.57354 5.84468 5.38528
H 2.52662 5.47359 6.57116
H 2.25863 4.83164 3.74687
H 1.08767 4.31557 4.97181
H 2.74054 2.27764 3.49671
H 1.30775 2.89469 2.72358
H 0.39950 0.91627 2.81493
H -0.20133 0.33262 4.35751
H 1.56301 0.00544 3.85842
C 6.30400 -3.71596 4.01215
O 4.91326 -3.75771 4.22125
C 4.18472 -3.38858 3.01759
C 4.37909 -1.98272 2.47814
O 3.70347 -1.87418 1.25226
C 3.67706 -0.54615 0.72934
C 3.53163 -0.61477 -0.81577
O 4.49932 -1.56783 -1.31756
C 4.20252 -1.97534 -2.61707
H 6.77636 -2.73592 4.07928
H 6.61076 -4.14118 3.05655
H 6.84155 -4.30919 4.75190
H 3.17409 -3.75763 3.19232
H 4.47785 -4.15754 2.30284
H 5.39993 -1.72628 2.19493
H 3.90378 -1.39752 3.26537
H 4.62095 -0.02765 0.89758
H 2.94056 0.12532 1.17072
H 3.52775 0.34536 -1.33174
H 2.57260 -1.11876 -0.93559
H 4.16935 -1.10162 -3.26791
H 3.28069 -2.55419 -2.67406
H 5.02108 -2.60441 -2.96686
C 3.43659 4.52036 -4.41623
O 2.04986 4.44766 -4.74702
C 1.14115 4.11620 -3.69839
C 0.91107 5.37653 -2.84309
O -0.12304 5.00963 -1.86999
C -0.11406 5.73185 -0.62707
C -0.87979 4.97122 0.41464
O -0.93419 5.77254 1.61879
C -2.04657 5.60614 2.48220
H 3.93927 3.55776 -4.51028
H 3.62516 5.02637 -3.46939
H 3.80094 5.07079 -5.28362
H 1.57723 3.32666 -3.08638
H 0.23424 3.81229 -4.22111
H 0.69284 6.30569 -3.36954
H 1.80155 5.54608 -2.23777
H -0.56963 6.72208 -0.63010
H 0.87158 5.81035 -0.16832
H -0.40004 4.01734 0.63385
H -1.88109 4.83790 0.00511
H -2.00960 4.58625 2.86502
H -2.98474 5.70751 1.93661
H -1.98724 6.35025 3.27648
C 3.43422 -9.47234 0.90376
O 2.92951 -10.40359 -0.02812
C 2.25122 -9.80247 -1.13471
C 3.05603 -9.00350 -2.00935
O 3.38472 -7.64735 -1.54422
C 2.30422 -6.73902 -1.78420
C 2.41300 -5.51758 -0.86959
O 2.31766 -5.81640 0.57846
C 1.11244 -6.47079 0.94310
H 4.15155 -8.83252 0.38980
H 3.92161 -9.96856 1.74299
H 2.71075 -8.79710 1.36064
H 1.48020 -9.18645 -0.67194
H 1.64489 -10.51374 -1.69557
H 2.66787 -9.05893 -3.02638
H 4.02850 -9.47529 -2.15017
H 1.32351 -7.18739 -1.62526
H 2.59668 -6.43528 -2.78935
H 1.75992 -4.73280 -1.25129
H 3.43550 -5.14569 -0.93513
H 1.14695 -6.56683 2.02831
H 1.06652 -7.47917 0.53181
H 0.23743 -5.93562 0.57423
C 0.04349 -4.68201 5.71528
O 0.82086 -3.55237 6.16280
C 0.47982 -3.04785 7.43165
C 0.97073 -1.62462 7.66689
O 2.39818 -1.51205 7.76246
C 3.17700 -2.06556 6.76687
C 4.64997 -1.50036 6.87952
O 4.83150 -0.25703 6.18047
C 4.12557 0.95196 6.63017
H 0.57951 -5.17298 4.90304
H -0.94090 -4.36533 5.37064
H -0.16161 -5.45413 6.45680
H 0.84777 -3.84235 8.08087
H -0.53211 -3.12671 7.82900
H 0.57215 -1.21114 8.59332
H 0.57733 -0.93512 6.91994
H 2.79314 -1.72240 5.80614
H 3.18677 -3.15301 6.84080
H 5.35607 -2.30880 6.68992
H 4.93572 -1.29775 7.91171
H 4.20309 1.05480 7.71254
H 3.08125 0.85295 6.33404
H 4.61540 1.82907 6.20728
C 2.51597 -1.20582 -9.42409
O 1.79054 -1.02109 -8.23543
C 0.43963 -0.51926 -8.46763
C -0.22018 -0.30698 -7.13475
O -0.38409 -1.56226 -6.42072
C 0.71989 -2.04462 -5.66759
C 0.24348 -3.24123 -4.81142
O -0.67465 -3.05375 -3.73182
C -1.87612 -2.31902 -4.04489
H 3.57369 -1.31104 -9.18271
H 2.25018 -0.41869 -10.12969
H 2.22900 -2.16455 -9.85604
H -0.10929 -1.20586 -9.11212
H 0.62390 0.42372 -8.98234
H -1.16997 0.19560 -7.31756
H 0.29733 0.45220 -6.54829
H 1.14344 -1.26097 -5.03942
H 1.55113 -2.49353 -6.21130
H 1.14882 -3.71735 -4.43491
H -0.17289 -4.02173 -5.44825
H -2.57721 -2.26771 -3.21186
H -2.42513 -2.86833 -4.80970
H -1.66677 -1.32562 -4.44165
C -3.32854 1.30425 3.59709
O -4.70039 0.85558 3.74057
C -5.08627 0.28656 2.50844
C -5.46286 1.43172 1.53047
O -4.74786 1.17353 0.35222
C -5.21208 1.90810 -0.80844
C -4.82218 3.41150 -0.77639
O -5.49477 4.20427 0.25952
C -5.56835 5.63941 0.06533
H -2.90466 1.41413 4.59527
H -3.22407 2.33198 3.24928
H -2.61780 0.65510 3.08569
H -5.97018 -0.31823 2.71101
H -4.47439 -0.50394 2.07390
H -5.13521 2.40276 1.90174
H -6.54781 1.53604 1.52110
H -6.29088 1.80899 -0.92877
H -4.80159 1.42524 -1.69526
H -4.95921 3.92183 -1.72974
H -3.76793 3.49248 -0.51161
H -6.11066 5.87146 -0.85127
H -4.55768 6.03962 0.14571
H -6.16594 6.07007 0.86877
C -1.44860 1.59943 -3.82365
O -1.57027 0.87438 -2.60675
C -0.65816 1.34932 -1.64854
C -0.97723 0.62357 -0.21448
O -0.51134 -0.69815 0.04531
C -1.51369 -1.68393 -0.33073
C -1.18374 -3.18356 -0.01800
O -1.00330 -3.49658 1.35763
C 0.09418 -2.83302 1.96084
H -2.02774 1.11520 -4.60991
H -0.41935 1.63596 -4.18060
H -1.72277 2.65190 -3.75116
H -0.61533 2.43380 -1.54772
H 0.31142 1.00370 -2.00709
H -2.03722 0.74247 0.01004
H -0.46247 1.20227 0.55247
H -1.60904 -1.57943 -1.41151
H -2.47982 -1.32308 0.02210
H -0.32842 -3.54111 -0.59132
H -1.94381 -3.87250 -0.38643
H 1.01671 -3.02017 1.41127
H 0.25420 -3.14039 2.99429
H -0.00285 -1.75241 2.06560
*
```

For the molar mass, the calculation gives 1207.58 g mol⁻¹. The orbital gap (spin up / spin down) comes out at 1.5 / 9.4 eV. The strongest force on any atom is 0.068 Eh/bohr.